Computed, not measured: a 5-piece molecular cluster, C50H63BFN2O15PS overall at a distorted geometry, with ωB97M-V/def2-TZVPD.

Results
Total energy: -110076.7084 eV
SMILES: CCCCO[C@](O[C@@](CCF)(C[C@H]1CO1)[PH2]=S)(B(O)O)[C@@H](CCCNCc1ccccc1O)NCCCOC.O=C1C=CC(=O)C=C1.O=C1C=CC(=O)C=C1.O=C1C=CC(=O)C=C1.O=C1C=CC(=O)C=C1
Charge: 0

Each line ends with the Löwdin charge.
Geometry (Å):
C: -0.02374 -1.37067 5.72000  -0.100
C: 0.90050 -0.81206 4.65359  -0.237
C: 0.27011 -0.82845 3.25663  -0.163
C: 1.28833 -0.35160 2.21646  -0.194
O: 2.15263 -1.43209 1.98042  -0.068
C: 3.13469 -1.22986 0.96413  -0.302
O: 3.84523 -0.05396 1.26192  -0.052
C: 4.02781 1.03939 0.40534  -0.529
C: 2.76320 1.63577 -0.27611  -0.096
C: 2.79407 1.74876 -1.79276  -0.207
F: 1.61996 2.40963 -2.16856  -0.060
C: 4.56366 2.13941 1.37629  -0.099
C: 5.46011 3.17042 0.72123  -0.388
C: 4.79850 4.14829 -0.21450  -0.027
O: 5.30778 4.45789 1.16200  -0.058
P: 5.43761 0.60170 -0.77594  0.523
S: 7.05558 0.06780 0.20774  0.187
B: 2.38394 -1.47713 -0.44540  -0.597
O: 2.85378 -1.19199 -1.72672  0.080
O: 1.11668 -1.98860 -0.37611  0.192
C: 4.14104 -2.42580 1.14520  -0.210
C: 3.62488 -3.60993 1.94606  -0.125
C: 2.38957 -4.35772 1.39698  -0.157
C: 1.23261 -4.37088 2.41274  -0.213
N: -0.03169 -4.30513 1.65487  -0.046
C: -1.21509 -4.23181 2.53762  -0.158
C: -2.20783 -3.25452 1.93279  -0.161
C: -2.54407 -3.38028 0.59382  -0.039
C: -3.38631 -2.47537 -0.02332  -0.078
C: -3.90412 -1.43596 0.72941  -0.084
C: -3.61990 -1.32547 2.06731  -0.018
C: -2.76751 -2.23557 2.67979  -0.282
O: -2.47530 -2.13866 4.01220  0.028
N: 4.74662 -2.69060 -0.17632  -0.022
C: 4.84741 -4.07053 -0.66051  -0.187
C: 5.63418 -4.02805 -1.98876  -0.144
C: 4.79801 -4.53116 -3.15364  -0.219
O: 3.84148 -3.57649 -3.59843  -0.191
C: 4.42204 -2.52700 -4.34188  -0.108
H: -0.14330 -2.44733 5.61761  0.073
H: 0.45639 -1.22029 6.69151  0.073
H: -0.97567 -0.84973 5.75289  0.033
H: 1.83878 -1.36377 4.58192  0.109
H: 1.16984 0.22707 4.85337  0.111
H: -0.59324 -0.16044 3.23996  0.123
H: -0.04685 -1.82961 2.97256  0.087
H: 1.77796 0.53536 2.62827  0.130
H: 0.71063 -0.04620 1.33541  0.120
H: 1.86819 1.05780 -0.04661  0.110
H: 2.55237 2.63994 0.06905  0.108
H: 3.63163 2.33581 -2.16502  0.100
H: 2.76970 0.78217 -2.29136  0.097
H: 5.19617 1.67599 2.13033  0.122
H: 3.74577 2.70600 1.80815  0.133
H: 6.45704 2.85879 0.45977  0.099
H: 3.78444 4.47379 -0.04878  0.114
H: 5.48568 4.68909 -0.84897  0.109
H: 5.06454 -0.47309 -1.58967  -0.026
H: 5.68017 1.67623 -1.64608  -0.002
H: 3.28869 -1.97550 -2.09779  0.081
H: 0.65094 -1.76232 -1.18844  0.128
H: 4.94379 -2.00112 1.75394  0.148
H: 3.41364 -3.32541 2.97207  0.113
H: 4.45401 -4.31330 2.04233  0.110
H: 2.65554 -5.40909 1.27577  0.109
H: 2.05302 -4.02320 0.42152  0.091
H: 1.28659 -3.50306 3.07588  0.090
H: 1.24784 -5.30026 2.97853  0.119
H: 0.02093 -3.39939 1.19481  0.072
H: -0.96415 -3.83685 3.52768  0.098
H: -1.66972 -5.21546 2.65831  0.122
H: -2.10762 -4.20575 0.04924  0.117
H: -3.60929 -2.60111 -1.07284  0.102
H: -4.53552 -0.71728 0.22367  0.071
H: -4.04753 -0.51415 2.64658  0.115
H: -2.75794 -1.28701 4.35704  0.079
H: 5.69427 -2.32699 -0.14871  0.052
H: 5.30909 -4.78164 0.02589  0.118
H: 3.83956 -4.38458 -0.92886  0.108
H: 6.55207 -4.61376 -1.92526  0.117
H: 5.94949 -3.00148 -2.17193  0.095
H: 4.22802 -5.39150 -2.80791  0.125
H: 5.42091 -4.84357 -3.99777  0.121
H: 3.63954 -1.83607 -4.64232  0.092
H: 5.14830 -1.95012 -3.76045  0.076
H: 4.92267 -2.92099 -5.23052  0.095
O: -4.75241 5.25581 -2.03207  0.080
C: -5.00241 4.08238 -1.83962  -0.373
C: -4.27425 3.01044 -2.55781  0.027
C: -4.54935 1.72446 -2.35160  0.036
C: -5.60081 1.31609 -1.38573  -0.367
O: -5.84948 0.14524 -1.18752  0.092
C: -6.32813 2.38883 -0.66164  0.027
C: -6.05054 3.67220 -0.87370  0.027
H: -3.50968 3.33422 -3.25483  0.119
H: -4.01566 0.92591 -2.86780  0.086
H: -7.08879 2.06728 0.03856  0.123
H: -6.56816 4.47194 -0.35970  0.124
O: -7.26478 6.60507 -4.65454  0.108
C: -6.29706 6.90128 -5.32201  -0.379
C: -6.43802 7.69624 -6.56876  0.018
C: -5.37771 8.01806 -7.30432  0.017
C: -4.00900 7.59783 -6.90984  -0.390
O: -3.04408 7.89345 -7.58196  0.102
C: -3.87008 6.80421 -5.66447  0.023
C: -4.92917 6.48089 -4.92582  0.028
H: -7.44372 7.99278 -6.83864  0.120
H: -5.45729 8.59557 -8.21658  0.121
H: -2.86382 6.50840 -5.39497  0.121
H: -4.84710 5.90268 -4.01076  0.084
O: 1.20038 1.65291 -6.89912  0.116
C: 0.20392 1.27840 -6.32286  -0.380
C: -0.96814 0.75132 -7.06853  0.026
C: -2.06297 0.34095 -6.43366  0.025
C: -2.15652 0.39131 -4.95571  -0.369
O: -3.15323 0.01442 -4.37135  0.077
C: -0.98834 0.91837 -4.20819  0.026
C: 0.10657 1.32942 -4.84106  0.029
H: -0.87716 0.72220 -8.14667  0.124
H: -2.92791 -0.04642 -6.95676  0.124
H: -1.07992 0.94721 -3.12902  0.123
H: 0.97018 1.71685 -4.31527  0.104
O: -2.65868 0.49337 6.48822  0.083
C: -3.25830 0.00132 7.42186  -0.378
C: -4.42725 -0.88652 7.20691  0.025
C: -5.08292 -1.42377 8.23159  0.028
C: -4.67155 -1.15902 9.63381  -0.384
O: -5.26758 -1.64961 10.56687  0.113
C: -3.50098 -0.27074 9.84728  0.024
C: -2.84597 0.26595 8.82161  0.025
H: -4.71092 -1.06884 6.17803  0.118
H: -5.93815 -2.07356 8.09735  0.124
H: -3.21714 -0.09009 10.87608  0.123
H: -1.98978 0.91490 8.95444  0.124

Computed, not measured: a 4-piece molecular cluster, C50H63INO10P overall at a distorted geometry, with ωB97M-V/def2-TZVPD.

Results
Total energy: -92209.7264 eV
SMILES: CCP(C)[C@](N)(CO[C@@H](CCc1ccccc1)OC[C@@H](C)C(C)C)O[C@H](I)COc1cc(C)ccc1C(C)C.O=C1C=CC(=O)C=C1.O=C1C=CC(=O)C=C1.O=C1C=CC(=O)C=C1
Charge: 0

Each line ends with the Löwdin charge.
Geometry (Å):
C: -1.22598 -3.21283 -0.36925  -0.209
C: -1.79559 -1.71365 -0.38455  -0.453
P: -1.55503 -0.78942 1.28924  1.000
C: -0.16473 -1.64306 2.30934  -0.333
C: -1.06588 1.05565 0.94812  -0.615
N: -1.74234 1.79167 2.09575  0.034
C: -1.80000 1.58146 -0.37220  -0.189
O: -3.24233 1.57354 -0.30931  -0.100
C: -3.75064 2.40793 -1.39555  -0.326
C: -4.86838 1.64701 -2.27921  -0.075
C: -4.76360 2.01446 -3.86140  -0.160
C: -3.41978 1.38090 -4.48178  -0.164
C: -3.42501 -0.11684 -4.93422  -0.024
C: -2.09762 -0.70705 -5.48325  -0.075
C: -0.78601 0.09163 -5.64259  -0.077
C: -0.76937 1.57976 -5.19929  -0.067
C: -2.08684 2.17239 -4.65103  -0.048
O: -4.15399 3.71638 -0.93509  -0.089
C: -3.78530 4.76261 -1.86195  -0.175
C: -2.48787 5.61372 -1.41825  -0.266
C: -1.12264 5.12020 -2.13947  -0.092
C: -2.66827 7.17804 -1.80822  -0.370
C: -3.15284 7.41137 -3.32447  -0.102
C: -1.28776 8.00185 -1.63298  -0.115
O: 0.32909 1.34919 1.08578  -0.179
C: 1.13070 1.28483 -0.08214  -0.574
I: 1.69222 -0.76787 -0.70856  1.017
C: 2.56309 1.97728 0.34898  -0.190
O: 3.70708 1.20338 -0.07526  -0.262
C: 4.37622 1.78486 -1.19348  -0.162
C: 4.26139 1.11889 -2.60346  0.034
C: 4.97677 1.70088 -3.87764  -0.217
C: 4.77449 0.98561 -5.28736  -0.105
C: 5.86972 2.96072 -3.74950  -0.042
C: 5.97502 3.61314 -2.34504  -0.018
C: 5.23164 3.06853 -1.06972  -0.093
C: 5.43783 3.91730 0.26659  -0.360
C: 4.36345 5.11911 0.24742  -0.090
C: 5.47934 3.06240 1.62196  -0.085
H: -1.82633 -3.95363 0.25604  0.080
H: -0.12223 -3.23234 -0.02797  0.025
H: -1.19700 -3.59643 -1.47027  0.064
H: -2.91717 -1.78007 -0.63633  0.078
H: -1.28185 -1.17033 -1.25468  0.023
H: -0.08491 -2.75954 2.09833  0.019
H: -0.51121 -1.55436 3.41079  0.045
H: 0.82821 -1.08609 2.23931  0.007
H: -1.98890 2.71327 1.68813  0.074
H: -2.65048 1.29978 2.21389  0.046
H: -1.44296 2.67599 -0.52859  0.131
H: -1.42913 0.99593 -1.28147  0.123
H: -2.86295 2.58102 -2.11739  0.114
H: -4.71084 0.51466 -2.22115  0.122
H: -5.89905 1.97358 -1.89947  0.127
H: -5.66087 1.50321 -4.38170  0.117
H: -4.87343 3.12829 -4.07546  0.104
H: -4.37462 -0.75218 -4.83910  0.101
H: -2.10882 -1.80390 -5.80952  0.087
H: 0.19444 -0.32421 -6.06496  0.088
H: 0.13883 2.26914 -5.23447  0.088
H: -2.09618 3.26559 -4.29812  0.073
H: -4.68014 5.49512 -1.91414  0.136
H: -3.60399 4.41787 -2.93530  0.105
H: -2.32842 5.51862 -0.28253  0.146
H: -0.24089 5.44058 -1.47078  0.083
H: -1.04893 3.98028 -2.23938  0.053
H: -0.95855 5.65024 -3.14627  0.078
H: -3.43010 7.64543 -1.09590  0.136
H: -3.39646 8.53961 -3.41529  0.087
H: -4.13553 6.87229 -3.57727  0.074
H: -2.33728 7.20932 -4.10336  0.081
H: -0.52369 7.77903 -2.46321  0.081
H: -1.57584 9.11787 -1.74368  0.085
H: -0.85143 7.89081 -0.58282  0.084
H: 0.79980 1.88978 -0.98807  0.108
H: 2.59894 3.07909 0.02089  0.122
H: 2.57849 2.00815 1.50585  0.139
H: 3.65374 0.16221 -2.80261  0.047
H: 4.73624 -0.14963 -5.16087  0.079
H: 3.75680 1.31041 -5.72603  0.081
H: 5.58652 1.29401 -6.02731  0.075
H: 6.41964 3.39799 -4.66150  0.097
H: 6.64696 4.54766 -2.27794  0.099
H: 6.47708 4.41793 0.16901  0.126
H: 4.85012 6.10167 -0.11963  0.087
H: 3.88093 5.21281 1.27570  0.078
H: 3.56823 4.85026 -0.54909  0.073
H: 5.69352 1.95256 1.48218  0.087
H: 4.44081 3.14273 2.12671  0.068
H: 6.20420 3.56930 2.36509  0.089
O: -2.84763 -10.14509 -1.38051  0.105
C: -2.63770 -9.00188 -1.73974  -0.388
C: -3.56792 -8.30027 -2.65002  0.021
C: -3.33608 -7.04790 -3.04509  0.021
C: -2.14057 -6.30742 -2.58884  -0.382
O: -1.93044 -5.16373 -2.94798  0.083
C: -1.21046 -7.00871 -1.67870  0.026
C: -1.44227 -8.26114 -1.28352  0.026
H: -4.43877 -8.85654 -2.97413  0.122
H: -4.00597 -6.51922 -3.71169  0.121
H: -0.33956 -6.45230 -1.35438  0.124
H: -0.77238 -8.78953 -0.61681  0.124
O: 3.74741 -4.59327 6.74874  0.092
C: 3.14097 -4.92753 5.74675  -0.387
C: 2.63585 -6.30591 5.58058  0.004
C: 1.97376 -6.67257 4.48334  0.023
C: 1.71542 -5.71579 3.38682  -0.381
O: 1.10894 -6.05050 2.38555  0.095
C: 2.22077 -4.33628 3.55258  0.024
C: 2.88286 -3.97008 4.65054  0.030
H: 2.83272 -6.99390 6.39316  0.120
H: 1.59716 -7.67823 4.34515  0.125
H: 2.02376 -3.64784 2.73993  0.106
H: 3.25932 -2.96426 4.78941  0.124
O: 0.16086 -4.15700 12.23690  0.106
C: 0.11288 -4.57521 11.09557  -0.387
C: -1.16563 -4.64357 10.35621  0.022
C: -1.21780 -5.10415 9.10586  0.022
C: 0.00003 -5.56442 8.40530  -0.376
O: -0.04880 -5.98294 7.26261  0.099
C: 1.27865 -5.49604 9.14455  0.025
C: 1.33071 -5.03540 10.39492  0.029
H: -2.04781 -4.30200 10.88338  0.123
H: -2.14527 -5.16184 8.54991  0.122
H: 2.16124 -5.83720 8.61761  0.105
H: 2.25816 -4.97756 10.95074  0.125

Computed, not measured: C50H64AuN5O2P3Te as an isolated structure at a distorted geometry, with ωB97M-V/def2-TZVPD.

Results
Relative energy (zero: lowest compared OMol25 entry of this formula, charge and spin): 98.53 kJ/mol
Total energy: -103273.8689 eV
2S+1: 2
Charge: +2

Each line ends with the Löwdin charge.
Geometry (Å):
Au: -0.00340 0.62558 1.18248  0.751
N: 3.14268 0.07717 1.52611  -0.380
P: 1.69596 -0.41905 2.25494  0.744
C: 1.66825 -2.21925 2.27859  -0.376
C: 0.77915 -2.90512 1.45724  -0.113
C: 0.83914 -4.29057 1.38573  -0.059
C: 1.79745 -4.98196 2.11064  -0.057
C: 2.69342 -4.29585 2.92557  -0.061
C: 2.62553 -2.91593 3.01971  -0.077
C: 1.86321 0.05373 3.99130  -0.367
C: 0.77034 -0.20194 4.82236  -0.108
C: 0.87496 -0.02159 6.19220  -0.068
C: 2.07317 0.42004 6.74425  -0.062
C: 3.15684 0.68833 5.92267  -0.064
C: 3.05482 0.50193 4.54838  -0.089
P: 3.37850 -0.57517 -0.11366  1.010
C: 5.19313 -0.72376 -0.06380  -0.383
C: 5.75676 -1.85418 -0.64480  -0.103
C: 7.13730 -2.01944 -0.66175  -0.069
C: 7.95622 -1.06025 -0.08973  -0.067
C: 7.40161 0.07401 0.49595  -0.069
C: 6.02726 0.24375 0.50482  -0.100
C: 3.20249 0.95449 -1.10609  -0.395
C: 3.43915 2.24484 -0.63686  -0.113
C: 3.48062 3.31244 -1.52207  -0.092
C: 3.25939 3.10844 -2.87955  -0.077
C: 2.99323 1.83115 -3.35122  -0.079
C: 2.96473 0.75967 -2.46579  -0.118
H: 3.94767 -0.13326 2.11042  0.032
H: 0.04570 -2.36192 0.87177  0.040
H: 0.14262 -4.82854 0.75472  0.101
H: 1.85269 -6.06079 2.04107  0.113
H: 3.44440 -4.83783 3.48499  0.113
H: 3.30926 -2.38986 3.67839  0.110
H: -0.15828 -0.56689 4.39369  0.097
H: 0.03020 -0.23776 6.83436  0.112
H: 2.16520 0.53893 7.81612  0.114
H: 4.09021 1.03040 6.35024  0.114
H: 3.91056 0.72798 3.92469  0.098
H: 5.11443 -2.61132 -1.07995  0.098
H: 7.56950 -2.90023 -1.11806  0.111
H: 9.03034 -1.19068 -0.10135  0.112
H: 8.04428 0.82748 0.93254  0.109
H: 5.60222 1.14197 0.94041  0.092
H: 3.61604 2.40074 0.42158  0.083
H: 3.71341 4.30697 -1.16251  0.101
H: 3.30322 3.94289 -3.56772  0.109
H: 2.82555 1.66645 -4.40813  0.110
H: 2.77217 -0.24250 -2.83541  0.099
C: -2.54283 -2.30246 2.61243  -0.118
N: -3.09476 -2.97331 1.44078  -0.300
C: -4.11191 -3.97588 1.72821  -0.080
P: -2.83246 -2.39683 -0.08184  0.514
O: -1.54921 -1.63176 -0.10994  -0.367
N: -2.84952 -3.58751 -1.19977  -0.300
C: -4.03075 -4.33888 -1.61365  -0.105
C: -1.60102 -4.03608 -1.81673  -0.083
N: -4.21686 -1.54040 -0.45675  -0.288
C: -4.35181 -1.02773 -1.82116  -0.082
C: -4.65947 -0.57430 0.52657  -0.114
H: -2.04216 -3.02376 3.26245  0.091
H: -3.32565 -1.80494 3.20169  0.079
H: -1.81362 -1.55912 2.29913  0.032
H: -3.89180 -4.43038 2.69348  0.090
H: -4.09998 -4.76828 0.98328  0.068
H: -5.12249 -3.55338 1.77162  0.089
H: -4.93824 -3.85849 -1.25633  0.080
H: -4.00363 -5.36621 -1.24231  0.085
H: -4.07057 -4.38348 -2.70486  0.090
H: -0.78360 -3.38393 -1.52337  0.066
H: -1.69832 -4.01022 -2.90438  0.089
H: -1.36106 -5.06113 -1.52198  0.086
H: -3.92583 -1.72966 -2.53335  0.082
H: -3.84564 -0.06104 -1.94374  0.069
H: -5.40751 -0.88996 -2.05930  0.095
H: -4.62772 -0.99934 1.52840  0.070
H: -5.68847 -0.27504 0.31458  0.099
H: -4.02609 0.32821 0.51013  0.051
C: -1.19224 1.00796 -2.11284  0.021
C: -1.78855 1.94176 -1.08838  -0.745
O: -2.54633 2.88224 -1.41588  -0.073
N: -1.45080 1.72049 0.17124  -0.268
Te: -2.36420 3.42816 0.93547  2.063
C: -3.67223 4.41908 2.34265  -0.289
C: -4.65193 3.67434 2.97150  -0.302
C: -4.93527 2.22330 2.73169  -0.039
C: -5.39381 4.37940 3.91875  0.021
C: -5.17400 5.72648 4.16914  -0.219
C: -5.99473 6.47173 5.18190  -0.019
C: -4.19656 6.39944 3.43350  0.024
C: -3.41195 5.78441 2.46771  -0.269
C: -2.43928 6.60816 1.66250  -0.033
C: -0.57718 3.90054 1.88940  -0.375
C: -0.43520 3.53525 3.23136  -0.291
C: -1.52359 2.87993 4.04770  -0.042
C: 0.79981 3.78083 3.81790  0.010
C: 1.84537 4.36650 3.11378  -0.226
C: 3.16675 4.63246 3.77638  -0.022
C: 1.64877 4.70720 1.77482  0.010
C: 0.44492 4.47835 1.12904  -0.297
C: 0.28014 4.81743 -0.32977  -0.040
H: -1.86924 0.97474 -2.96359  0.099
H: -1.04924 0.01831 -1.67816  0.058
H: -0.23099 1.41754 -2.43276  0.093
H: -4.36905 1.82679 1.88491  0.016
H: -5.99194 2.07192 2.51455  0.108
H: -4.68387 1.62695 3.61013  0.106
H: -6.16865 3.84904 4.46040  0.138
H: -6.66890 5.80837 5.71799  0.086
H: -6.59029 7.24391 4.69260  0.100
H: -5.35054 6.97102 5.90644  0.097
H: -4.04961 7.46268 3.58930  0.140
H: -2.71024 7.65912 1.72982  0.099
H: -2.45710 6.34143 0.60514  0.068
H: -1.42063 6.49407 2.03154  0.091
H: -2.05921 2.10743 3.48198  0.058
H: -2.25484 3.61050 4.39950  0.089
H: -1.09347 2.39350 4.91789  0.083
H: 0.94732 3.49712 4.85493  0.130
H: 3.20921 4.19153 4.77083  0.080
H: 3.33531 5.70641 3.87383  0.097
H: 3.98752 4.22970 3.18069  0.087
H: 2.46039 5.16337 1.21834  0.129
H: 1.08966 5.45400 -0.67474  0.092
H: -0.65460 5.34287 -0.53376  0.063
H: 0.29665 3.91195 -0.94225  0.080

What is the total energy in the third record?
-103273.8689 eV

Which of these has the highest charge?
C50H64AuN5O2P3Te

Among the records above, which one has the highest charge?
C50H64AuN5O2P3Te